Entry a
Density functional theory data (ωB97M-V with the def2-TZVPD basis set) for the molecule C2H5N3OS.

The geometry in XYZ format:
```
12
Properties=species:S:1:pos:R:3
N -4.109 -0.148 0.091
C -3.025 -0.433 -0.102
C -1.703 -0.613 -0.476
S -0.693 0.560 -0.011
N 0.589 0.582 -1.113
N 0.322 0.279 1.338
O -1.244 1.840 0.255
H -1.225 -1.539 -0.563
H 0.328 0.845 -2.074
H 1.499 1.015 -0.671
H 1.300 0.592 1.367
H 0.130 -0.707 1.679
```

Results
Orbital gap, eV: 9.1
LUMO level, eV: 0.0
SMILES string: N#CC=S(N)(N)=O

Entry b
Density functional theory data (ωB97M-V with the def2-TZVPD basis set) for a structure of composition C2H5N3OS.

The geometry in XYZ format:
```
12
Properties=species:S:1:pos:R:3
C -0.937 -0.276 -0.385
C 1.546 0.075 -0.074
H -1.054 -2.190 0.480
H -2.460 -1.398 0.190
H -0.857 1.317 -1.386
H 1.886 1.645 1.403
H 0.184 1.244 0.612
N -1.491 -1.219 0.458
N -1.529 0.748 -0.796
N 1.215 1.309 0.355
O 0.447 -0.637 -0.517
S 3.049 -0.619 -0.340
```

Results
Orbital gap, eV: 8.9
LUMO level, eV: 0.2

Entry c
Density functional theory data (ωB97M-V with the def2-TZVPD basis set) for the molecule C2H5N3OS.

The geometry in XYZ format:
```
12
Properties=species:S:1:pos:R:3
H -1.499 -1.991 0.666
N -0.879 -1.249 0.677
C -1.368 -0.248 -0.022
N -0.664 0.947 -0.410
C 0.658 1.232 0.008
O 1.189 2.297 0.172
N 1.414 0.128 0.445
S 1.552 -1.119 -0.790
H -2.266 -0.394 -0.685
H -1.135 1.824 -0.479
H 2.370 0.533 0.784
H 0.629 -1.960 -0.367
```

Results
Orbital gap, eV: 9.8
LUMO level, eV: 0.6
SMILES string: [H]/N=C/NC(=O)NS

Entry d
Density functional theory data (ωB97M-V with the def2-TZVPD basis set) for the molecule C2H5N3OS.

The geometry in XYZ format:
```
12
Properties=species:S:1:pos:R:3
N 0.994 1.511 -0.540
N 0.333 0.278 -0.154
C 1.055 -0.851 -0.011
S 2.727 -0.930 0.063
C -0.952 0.436 0.383
N -1.958 -0.345 0.304
O -1.586 -1.463 -0.491
H 0.530 2.316 -0.036
H 1.898 1.403 -0.121
H 0.435 -1.728 0.246
H -1.059 1.345 0.939
H -2.416 -1.970 -0.581
```

Results
Orbital gap, eV: 9.0
LUMO level, eV: 0.2
SMILES string: NN(C=S)/C=N\O

Stability order, top to bottom: entry c, entry b, entry d, entry a

Entry a
Density functional theory data (ωB97M-V with the def2-TZVPD basis set) for the molecule C2H5N3OS.

The geometry in XYZ format:
```
12
Properties=species:S:1:pos:R:3
C 2.501 -0.205 -0.113
N 1.325 0.248 0.075
N 0.333 -0.677 0.238
C -1.003 -0.346 0.040
S -2.211 -1.485 -0.046
N -1.280 0.947 -0.001
O -2.558 1.476 0.061
H 3.273 0.543 -0.377
H 2.847 -1.275 0.089
H 0.504 -1.621 0.275
H -0.593 1.703 -0.173
H -3.139 0.692 -0.068
```

Results
Orbital gap, eV: 9.2
LUMO level, eV: 0.6
SMILES string: C=NNC(=S)NO

Entry b
Density functional theory data (ωB97M-V with the def2-TZVPD basis set) for the molecule C2H5N3OS.

The geometry in XYZ format:
```
12
Properties=species:S:1:pos:R:3
N -1.306 1.839 0.004
N -0.321 0.880 -0.073
C -0.598 -0.439 -0.008
S -2.080 -1.168 -0.051
N 0.537 -1.206 -0.018
C 1.861 -0.811 0.010
O 2.231 0.319 -0.104
H -1.962 1.664 -0.761
H -1.846 1.661 0.843
H 0.650 1.178 0.031
H 0.306 -2.189 -0.082
H 2.527 -1.727 0.210
```

Results
Orbital gap, eV: 9.4
LUMO level, eV: 0.4
SMILES string: NNC(=S)NC=O

Stability order, top to bottom: entry b, entry a

Entry a
Density functional theory data (ωB97M-V with the def2-TZVPD basis set) for a cluster of 2 separate species, C5H14O in total.

The geometry in XYZ format:
```
20
Properties=species:S:1:pos:R:3
C 0.893 0.918 0.461
C 0.514 1.330 -0.969
C 1.488 2.097 1.336
O -0.350 0.439 1.025
H 1.492 0.004 0.481
H 1.247 1.987 -1.416
H 0.894 3.048 1.199
H 1.356 1.756 2.437
H 2.581 2.173 1.234
H -1.175 0.885 0.588
H -0.554 1.801 -1.029
H 0.181 0.533 -1.645
C -1.630 -2.018 -0.307
C -0.698 -2.615 -1.378
H -2.342 -2.796 0.126
H -1.026 -1.793 0.717
H -2.001 -1.007 -0.630
H -0.416 -3.671 -1.419
H -1.115 -2.494 -2.362
H 0.276 -2.214 -1.334
```

Results
Orbital gap (alpha / beta), eV: 11.9 / 5.3
LUMO level (alpha / beta), eV: -3.5 / -9.8
Multiplicity: 2
Charge: +1

Entry b
Density functional theory data (ωB97M-V with the def2-TZVPD basis set) for a cluster of 2 separate species, C5H14O in total.

The geometry in XYZ format:
```
20
Properties=species:S:1:pos:R:3
C 1.648 -0.939 0.531
C 1.493 -0.015 -0.643
C 2.123 1.316 -0.586
H 2.597 -1.481 0.413
H 0.898 -1.733 0.522
H 1.585 -0.472 1.513
H 0.320 0.065 -0.668
H 1.670 -0.542 -1.590
H 2.190 1.852 -1.526
H 1.579 2.003 0.073
H 3.133 1.282 -0.153
C -2.289 -0.255 -0.340
O -1.567 0.835 -0.869
C -2.075 -0.527 1.166
H -3.354 -0.220 -0.597
H -1.954 -1.104 -0.919
H -2.034 1.684 -0.869
H -1.339 0.191 1.531
H -2.976 -0.417 1.755
H -1.647 -1.522 1.257
```

Results
Orbital gap (alpha / beta), eV: 13.1 / 5.0
LUMO level (alpha / beta), eV: -2.8 / -9.9
Multiplicity: 2
Charge: +1

Stability order, top to bottom: entry b, entry a

Entry a
Density functional theory data (ωB97M-V with the def2-TZVPD basis set) for the ion C4H12NS with charge +1.

The geometry in XYZ format:
```
18
Properties=species:S:1:pos:R:3
C -2.692 -1.523 -0.424
S -0.895 -1.255 0.024
C -0.370 0.265 -0.883
C 0.316 1.389 -0.064
C 1.718 0.992 0.314
N 1.813 -0.336 1.083
H -3.014 -2.167 0.406
H -3.262 -0.605 -0.356
H -2.792 -1.967 -1.395
H -1.155 0.757 -1.373
H 0.272 -0.100 -1.703
H -0.337 1.663 0.832
H 0.207 2.366 -0.618
H 2.202 1.801 0.858
H 2.312 0.833 -0.553
H 2.049 -0.225 2.062
H 2.624 -0.831 0.763
H 1.006 -1.058 1.025
```

Results
Orbital gap, eV: 9.2
LUMO level, eV: -3.4
SMILES string: CSCCC[NH3+]
Charge: +1

Entry b
Density functional theory data (ωB97M-V with the def2-TZVPD basis set) for the ion C4H12NS with charge +1.

The geometry in XYZ format:
```
18
Properties=species:S:1:pos:R:3
C 0.171 -2.014 -1.693
S 1.248 -0.797 -0.846
C 0.316 0.742 -1.126
C -0.752 0.979 -0.071
C -0.159 1.226 1.314
N 0.199 -0.105 1.981
H 0.023 -1.663 -2.705
H 0.671 -2.958 -1.561
H -0.824 -2.021 -1.240
H -0.120 0.699 -2.119
H 1.057 1.542 -1.129
H -1.448 0.137 -0.034
H -1.344 1.861 -0.323
H -0.750 1.832 1.994
H 0.811 1.679 1.180
H 0.448 -0.752 1.197
H -0.551 -0.428 2.599
H 1.006 0.040 2.583
```

Results
Orbital gap, eV: 9.7
LUMO level, eV: -3.3
SMILES string: CSCCC[NH3+]
Charge: +1

Stability order, top to bottom: entry b, entry a